Formula: C5H15N3
Source: OMol25
Level of theory: wB97M-V/def2-TZVPD

Geometry as XYZ:
```
23
Properties=species:S:1:pos:R:3:nbo_charge:R:1
C 0.777 -1.623 1.328 -0.4300
C 0.968 -0.319 -1.466 -0.3677
N 0.565 -0.368 0.607 -0.2150
N 1.420 0.649 1.167 -0.6715
H 1.236 1.504 0.648 0.3634
H 2.375 0.380 0.930 0.3459
H 0.395 -1.561 2.351 0.2009
H 1.846 -1.846 1.379 0.2046
H 0.284 -2.432 0.794 0.2147
H 1.871 -0.845 -1.143 0.1519
H 0.380 -1.001 -2.067 0.2028
H 1.249 0.578 -2.008 0.1808
C -0.635 2.169 -1.049 -0.4265
C -1.860 -0.994 0.346 -0.6214
C -0.849 0.153 0.318 0.0874
N -0.762 0.737 -0.963 -0.5612
H -1.073 0.860 1.130 0.1818
H -0.247 2.672 -0.144 0.1433
H -1.593 2.660 -1.279 0.1878
H 0.041 2.437 -1.877 0.1872
H -2.836 -0.579 0.094 0.2307
H -1.626 -1.740 -0.417 0.2104
H -1.926 -1.489 1.319 0.1998
```

- Energy relative to the best compared isomer or geometry (same formula, charge and spin): 132.6 kcal/mol
- Spin multiplicity: 1
- Strongest force on any atom: 0.0221 Eh/bohr
- LUMO energy: 0.9 eV
- Highest occupied orbital energy: -7.16 eV

=====

Formula: C29H33BrGeN6S4SbTc
Source: OMol25
Level of theory: wB97M-V/def2-TZVPD

Geometry as XYZ:
```
76
Properties=species:S:1:pos:R:3:lowdin_charge:R:1
Tc 0.056 -0.290 1.821 0.8382
S -3.701 -3.202 3.697 -0.2883
Sb -2.907 -1.156 3.146 -0.1891
S -0.855 -0.685 4.228 -0.1518
S -1.837 -1.317 0.946 0.0441
S -4.296 0.650 3.061 -0.2377
C -0.145 -5.595 2.788 -0.0351
C 0.840 -4.527 2.422 -0.2312
C 2.173 -4.767 2.120 -0.0190
C 3.004 -3.704 1.799 -0.1238
C 2.461 -2.433 1.762 -0.7230
Br 3.657 -1.017 1.358 0.7862
N 1.179 -2.167 2.006 -0.0949
C 0.403 -3.212 2.366 -0.1366
H 0.362 -6.506 3.106 0.0739
H -0.782 -5.834 1.936 0.0924
H -0.805 -5.252 3.583 0.0764
H 2.570 -5.773 2.145 0.1143
H 4.052 -3.840 1.578 0.0918
H -0.619 -2.979 2.619 -0.0026
C -2.811 3.665 1.416 -0.0615
N -1.576 3.803 2.174 -0.1509
C -0.911 5.091 2.096 -0.0643
C -0.794 2.676 2.307 -0.3920
N -1.026 1.532 1.797 0.0133
N 0.317 2.898 3.126 0.1618
C 1.269 2.002 3.539 -0.5038
N 2.007 2.472 4.617 0.1417
N 1.495 0.882 2.965 -0.0218
H -3.421 4.550 1.596 0.0894
H -3.367 2.793 1.771 0.0027
H -2.626 3.574 0.341 0.0763
H -1.615 5.809 1.681 0.0852
H -0.027 5.071 1.450 0.0975
H -0.622 5.470 3.081 0.0780
H -1.876 1.469 1.242 0.0285
H 0.304 3.769 3.630 0.1222
H 1.466 2.983 5.300 0.0987
H 2.573 1.760 5.058 0.1000
H 2.201 0.339 3.452 0.0405
C 0.867 0.242 0.044 -0.4676
Ge 0.286 0.056 -1.751 0.8453
C 0.788 -1.675 -2.552 -0.2552
C 1.709 -2.481 -1.887 -0.1052
C 2.128 -3.691 -2.423 -0.0965
C 1.623 -4.120 -3.640 -0.1100
C 0.705 -3.330 -4.318 -0.1015
C 0.296 -2.120 -3.776 -0.1175
C -1.629 0.326 -2.042 -0.3170
C -2.508 -0.705 -2.354 -0.1479
C -3.875 -0.480 -2.436 -0.0870
C -4.388 0.784 -2.200 -0.0924
C -3.528 1.826 -1.890 -0.1015
C -2.162 1.594 -1.817 -0.1469
C 1.236 1.401 -2.849 -0.2558
C 2.607 1.576 -2.655 -0.1162
C 3.333 2.494 -3.398 -0.1043
C 2.695 3.267 -4.359 -0.1162
C 1.336 3.106 -4.570 -0.1057
C 0.618 2.180 -3.823 -0.1111
H 1.720 0.928 0.080 -0.0786
H 2.095 -2.151 -0.927 0.0516
H 2.844 -4.302 -1.886 0.0934
H 1.940 -5.067 -4.059 0.0920
H 0.305 -3.658 -5.269 0.0943
H -0.416 -1.514 -4.325 0.0981
H -2.131 -1.711 -2.494 0.0917
H -4.543 -1.302 -2.656 0.0999
H -5.456 0.955 -2.240 0.0969
H -3.924 2.815 -1.688 0.0927
H -1.497 2.413 -1.561 0.0938
H 3.120 0.980 -1.909 0.0900
H 4.396 2.607 -3.230 0.0933
H 3.256 3.988 -4.940 0.0911
H 0.830 3.701 -5.321 0.0938
H -0.444 2.064 -4.008 0.0902
```

- Energy relative to the best compared isomer or geometry (same formula, charge and spin): 15.1 kcal/mol
- Charge: -1
- Spin multiplicity: 4
- Strongest force on any atom: 0.0097 Eh/bohr
- LUMO energy (spin up / spin down): 1.9 / 1.9 eV
- Expectation value of S²: 3.77
- Highest occupied orbital energy (spin up / spin down): -3.53 / -4.18 eV

=====

Formula: C33H44N4SSbY
Source: OMol25
Level of theory: wB97M-V/def2-TZVPD

Geometry as XYZ:
```
84
Properties=species:S:1:pos:R:3:lowdin_charge:R:1
Y 0.220 2.005 0.662 1.3467
C 1.074 2.436 4.278 -0.1566
C 0.143 3.580 3.904 -0.1780
N -0.674 3.337 2.686 -0.1204
C -2.119 3.236 2.965 -0.1890
C -2.861 2.934 1.673 -0.1707
N -2.276 1.780 0.943 -0.1409
C -2.745 0.465 1.466 -0.1702
C -1.982 -0.050 2.690 -0.1477
C -0.820 -0.971 2.371 -0.1728
N 0.074 -0.391 1.335 -0.1475
C 1.475 -0.834 1.492 -0.1953
C 2.158 0.014 2.546 -0.1774
N 2.111 1.454 2.188 -0.1315
C 2.317 2.297 3.401 -0.1796
H 0.517 1.494 4.322 0.1049
H 1.415 2.618 5.299 0.1299
H 0.741 4.480 3.746 0.1250
H -0.523 3.796 4.741 0.1279
H -0.587 4.173 2.121 0.0575
H -2.502 4.173 3.379 0.1391
H -2.296 2.475 3.721 0.1124
H -2.807 3.799 1.010 0.1200
H -3.915 2.754 1.903 0.1314
H -2.618 1.831 -0.014 0.1022
H -2.663 -0.254 0.647 0.1069
H -3.809 0.549 1.703 0.1267
H -2.673 -0.586 3.342 0.1324
H -1.603 0.785 3.276 0.0780
H -1.178 -1.943 2.017 0.1094
H -0.244 -1.158 3.277 0.1240
H -0.257 -0.775 0.456 -0.0003
H 1.983 -0.727 0.527 0.1140
H 1.533 -1.888 1.772 0.1261
H 3.188 -0.315 2.703 0.1406
H 1.643 -0.109 3.499 0.1109
H 2.910 1.635 1.582 0.1161
H 2.648 3.283 3.072 0.1172
H 3.133 1.865 3.986 0.1291
C -0.092 4.484 -0.428 -0.1722
C 0.475 3.681 -1.446 -0.2366
C 1.778 3.322 -1.048 -0.2076
C 2.025 3.916 0.213 -0.1995
C 0.883 4.649 0.581 -0.2013
H -1.046 4.990 -0.481 0.1117
H 0.015 3.420 -2.385 0.0870
H 2.464 2.728 -1.634 0.1049
H 2.968 3.922 0.740 0.1082
H 0.818 5.308 1.437 0.1139
S -0.328 0.685 -1.778 0.1440
Sb -0.069 -1.528 -2.368 1.3483
C 1.946 -1.927 -2.754 -0.3689
C 2.907 -0.969 -2.446 -0.1438
C 4.248 -1.240 -2.674 -0.0631
C 4.624 -2.464 -3.214 -0.0489
C 3.662 -3.414 -3.537 -0.0541
C 2.321 -3.146 -3.311 -0.1120
C -0.631 -2.864 -0.844 -0.3783
C -1.982 -2.992 -0.515 -0.1355
C -2.376 -3.898 0.459 -0.0673
C -1.422 -4.672 1.111 -0.0558
C -0.077 -4.545 0.788 -0.0591
C 0.320 -3.646 -0.193 -0.1241
C -1.302 -1.946 -3.990 -0.3686
C -1.788 -3.239 -4.164 -0.1210
C -2.585 -3.524 -5.263 -0.0587
C -2.892 -2.522 -6.173 -0.0475
C -2.408 -1.232 -5.992 -0.0564
C -1.610 -0.938 -4.898 -0.1214
H 2.604 0.003 -2.071 0.0622
H 5.001 -0.496 -2.451 0.1128
H 5.669 -2.673 -3.399 0.1179
H 3.958 -4.358 -3.972 0.1184
H 1.576 -3.889 -3.577 0.1094
H -2.732 -2.411 -1.042 0.1108
H -3.425 -4.014 0.698 0.1183
H -1.731 -5.388 1.861 0.1187
H 0.659 -5.165 1.283 0.1179
H 1.369 -3.574 -0.463 0.1039
H -1.557 -4.024 -3.452 0.1019
H -2.967 -4.526 -5.406 0.1166
H -3.515 -2.746 -7.029 0.1180
H -2.653 -0.457 -6.705 0.1169
H -1.237 0.070 -4.755 0.0897
```

- Energy relative to the best compared isomer or geometry (same formula, charge and spin): 6.4 kcal/mol
- Charge: +2
- Spin multiplicity: 1
- Strongest force on any atom: 0.0133 Eh/bohr
- LUMO energy: -4.7 eV
- Highest occupied orbital energy: -13.63 eV

=====

Formula: C8H26N4O5Sn
Source: OMol25
Level of theory: wB97M-V/def2-TZVPD

Geometry as XYZ:
```
44
Properties=species:S:1:pos:R:3:nbo_charge:R:1
O 3.518 0.920 -0.952 -0.9963
H 4.219 0.773 -1.717 0.4749
Sn 0.446 1.256 0.084 1.4664
N -1.734 0.681 -0.762 -0.3886
N 0.724 -0.236 -1.549 -0.2571
O -2.772 0.312 0.140 -0.6663
O 1.682 -1.060 -1.843 -0.6677
C -1.698 -0.264 -1.742 0.1685
C -0.427 -0.534 -2.264 0.0266
C -2.905 -1.100 -2.048 -0.6463
C -0.002 -1.508 -3.261 -0.6263
H -3.807 -0.521 -2.146 0.2094
H -3.079 -1.796 -1.247 0.2254
H -2.794 -1.658 -2.967 0.2137
H 0.359 -2.397 -2.765 0.2145
H 0.785 -1.101 -3.875 0.2236
H -0.844 -1.729 -3.860 0.1855
H -3.313 1.153 0.297 0.4926
H 2.939 0.209 -1.302 0.4984
O -0.388 -2.576 0.757 -0.9570
H -0.730 -3.421 1.128 0.4871
H 0.315 -2.814 0.121 0.4994
C 1.666 2.555 -0.997 -1.1619
H 1.980 3.326 -0.258 0.2149
H 0.775 2.810 -1.687 0.2159
H 2.438 2.632 -1.852 0.2484
O -4.444 2.174 0.598 -0.9300
H -4.978 2.379 -0.197 0.4957
H -4.202 3.023 1.006 0.4921
N 2.184 -0.042 0.935 -0.8939
C 2.173 -0.655 2.276 -0.2200
C 1.437 0.151 3.323 -0.4296
C -0.040 0.407 3.098 -0.2290
N -0.508 -0.010 1.768 -0.9008
H 2.996 0.590 0.802 0.4346
H 2.254 -0.756 0.202 0.4227
H 1.799 -1.647 2.170 0.1967
H 3.216 -0.713 2.538 0.1973
H 1.579 -0.434 4.249 0.2172
H 1.935 1.127 3.481 0.2114
H -0.625 -0.092 3.879 0.1857
H -0.238 1.472 3.187 0.1975
H -1.527 0.143 1.637 0.4301
H -0.362 -1.029 1.614 0.4247
```

- Spin multiplicity: 1
- Strongest force on any atom: 0.1053 Eh/bohr
- LUMO energy (spin up / spin down): -0.3 / 0.3 eV
- Highest occupied orbital energy (spin up / spin down): -5.03 / -5.99 eV

=====

Formula: C5H13NO
Source: OMol25
Level of theory: wB97M-V/def2-TZVPD

Geometry as XYZ:
```
20
Properties=species:S:1:pos:R:3:nbo_charge:R:1
C -1.020 0.286 -1.615 -0.4222
N -0.374 0.484 -0.324 -0.6043
C -0.551 -0.595 0.690 0.2634
C -2.001 -0.893 1.054 -0.6409
O 0.128 -0.213 1.832 -0.7494
H -0.620 -0.619 -2.063 0.1944
H -0.791 1.140 -2.256 0.2026
H -2.111 0.198 -1.561 0.1812
H -0.691 1.349 0.109 0.3650
H -0.090 -1.483 0.217 0.1338
H -2.013 -1.671 1.814 0.2253
H -2.568 -1.252 0.197 0.2060
H -2.472 -0.001 1.468 0.2098
H 1.089 0.036 1.505 0.4990
C 1.881 0.586 -0.693 -0.2303
C 2.570 0.435 0.484 -0.6307
H 1.903 -0.216 -1.422 0.1883
H 1.704 1.570 -1.117 0.1888
H 3.163 -0.456 0.643 0.2122
H 2.865 1.316 1.039 0.2079
```

- Energy relative to the best compared isomer or geometry (same formula, charge and spin): 60.0 kcal/mol
- Structure (SMILES): CN[C@H](C)O.C=C
- Spin multiplicity: 1
- Strongest force on any atom: 0.0486 Eh/bohr
- LUMO energy: 1.0 eV
- Highest occupied orbital energy: -8.02 eV